# C14H34N2O7

A cluster of 3 separate species, C14H34N2O7 in total at a distorted geometry (ωB97M-V/def2-TZVPD, OMol25).

Last column: Löwdin charge in e.
Positions of all 57 atoms, in Å:
C (-0.69, 3.63, 1.77)  -0.10
C (0.45, 2.84, 2.39)  -0.27
N (1.61, 2.84, 1.50)  -0.05
N (2.84, 2.79, 2.23)  0.06
C (3.51, 1.57, 2.12)  -0.56
O (2.98, 0.50, 1.93)  0.12
O (4.83, 1.76, 2.37)  -0.02
C (5.42, 0.73, 3.19)  -0.11
C (6.84, 1.11, 3.59)  -0.39
C (7.07, 2.61, 3.79)  -0.03
O (7.77, 0.53, 2.68)  -0.03
H (-0.52, 4.71, 1.80)  0.07
H (-1.62, 3.44, 2.33)  0.07
H (-0.88, 3.32, 0.74)  0.06
H (0.13, 1.81, 2.58)  0.11
H (0.73, 3.28, 3.36)  0.11
H (1.60, 3.71, 0.98)  0.11
H (3.47, 3.53, 1.94)  0.14
H (5.45, -0.20, 2.63)  0.13
H (4.79, 0.58, 4.07)  0.14
H (7.02, 0.61, 4.55)  0.14
H (8.11, 2.84, 3.54)  0.08
H (6.43, 3.22, 3.16)  0.07
H (6.94, 2.87, 4.84)  0.08
H (8.09, 1.21, 2.07)  0.09
C (-2.79, 0.88, -4.38)  -0.11
O (-1.42, 0.55, -4.24)  -0.19
C (-0.65, 1.57, -3.64)  -0.21
C (-0.40, 1.31, -2.17)  -0.21
O (-1.61, 1.35, -1.42)  -0.20
C (-2.12, 0.06, -1.13)  -0.11
H (-3.33, -0.04, -4.61)  0.09
H (-3.20, 1.31, -3.46)  0.08
H (-2.94, 1.60, -5.20)  0.09
H (-1.13, 2.55, -3.78)  0.13
H (0.32, 1.60, -4.16)  0.12
H (0.25, 2.10, -1.78)  0.12
H (0.11, 0.36, -2.04)  0.13
H (-1.54, -0.42, -0.33)  0.09
H (-2.13, -0.58, -2.01)  0.08
H (-3.15, 0.19, -0.78)  0.09
C (-5.98, -4.99, -0.88)  -0.11
O (-4.93, -5.62, -1.58)  -0.19
C (-4.41, -4.84, -2.65)  -0.21
C (-3.13, -4.13, -2.27)  -0.20
O (-3.34, -3.17, -1.25)  -0.20
C (-2.97, -3.63, 0.04)  -0.11
H (-6.13, -5.55, 0.05)  0.09
H (-5.74, -3.96, -0.63)  0.08
H (-6.91, -5.02, -1.46)  0.09
H (-5.16, -4.12, -2.99)  0.13
H (-4.20, -5.52, -3.48)  0.13
H (-2.76, -3.60, -3.15)  0.13
H (-2.38, -4.86, -1.97)  0.13
H (-1.88, -3.63, 0.15)  0.09
H (-3.35, -4.63, 0.24)  0.08
H (-3.39, -2.93, 0.77)  0.09

The calculation puts the highest occupied orbital energy at -0.3328 hartree. As for the SMILES: CCNNC(=O)OC[C@H](C)O.COCCOC.COCCOC. The orbital gap comes out at 9.77 eV. Its total charge is 0. Its relative energy (zero: lowest compared OMol25 entry of this formula, charge and spin) is 0.0 kcal per mole. The LUMO energy comes out at 0.7 eV.

---

# C14H36BCl26NO2P2

A cluster of 14 separate species, C14H36BCl26NO2P2 in total at a distorted geometry (ωB97M-V/def2-TZVPD, OMol25).

Last column: Löwdin charge in e.
Positions of all 82 atoms, in Å:
C (2.17, 1.98, -0.38)  -0.39
P (1.18, 3.32, 0.47)  0.62
O (1.31, 4.77, -0.40)  -0.42
P (-0.96, 2.71, 0.03)  0.58
B (-2.81, 2.26, -0.50)  -0.72
N (-3.84, 3.33, -0.29)  0.09
O (-3.13, 1.03, -1.08)  0.06
H (1.46, 1.27, -0.84)  -0.10
H (2.79, 1.46, 0.34)  0.01
H (2.85, 2.40, -1.13)  0.03
H (2.07, 4.74, -0.99)  0.02
H (-0.91, 3.59, -1.16)  -0.02
H (-0.54, 1.31, -0.03)  -0.05
H (-1.38, 3.21, 1.32)  -0.04
H (-3.62, 3.82, 0.57)  0.04
H (-3.62, 4.02, -1.01)  0.07
H (-2.63, 0.94, -1.90)  0.07
C (0.45, -1.10, -2.76)  -1.01
Cl (0.61, -1.48, -1.04)  0.52
Cl (0.47, 0.65, -3.06)  0.52
H (1.28, -1.55, -3.29)  0.01
H (-0.49, -1.51, -3.12)  0.02
C (4.48, 4.42, 2.77)  -1.04
Cl (2.94, 4.27, 3.61)  0.50
Cl (4.50, 3.64, 1.16)  0.50
H (4.70, 5.47, 2.64)  -0.02
H (5.24, 3.95, 3.37)  -0.01
C (-0.82, -5.11, -2.05)  -1.03
Cl (-1.36, -6.67, -2.67)  0.48
Cl (0.67, -4.57, -2.84)  0.50
H (-1.59, -4.37, -2.23)  0.03
H (-0.63, -5.20, -0.99)  -0.02
C (2.04, -6.62, 0.82)  -1.01
Cl (1.46, -4.95, 0.89)  0.52
Cl (1.91, -7.29, -0.81)  0.48
H (3.08, -6.64, 1.12)  -0.04
H (1.44, -7.23, 1.49)  0.03
C (2.72, 2.53, -6.25)  -1.02
Cl (2.42, 0.88, -5.68)  0.48
Cl (1.41, 3.62, -5.79)  0.50
H (3.64, 2.89, -5.81)  0.02
H (2.79, 2.51, -7.33)  0.02
C (-7.16, 2.39, 0.90)  -1.06
Cl (-8.40, 1.30, 0.26)  0.49
Cl (-7.80, 4.02, 1.17)  0.48
H (-6.81, 2.00, 1.85)  -0.06
H (-6.34, 2.45, 0.20)  0.00
C (-5.44, 1.26, 4.68)  -1.00
Cl (-4.71, 1.81, 3.16)  0.55
Cl (-5.85, 2.62, 5.73)  0.51
H (-6.34, 0.72, 4.45)  0.03
H (-4.73, 0.62, 5.19)  0.03
C (-9.37, 7.87, 0.19)  -1.03
Cl (-7.70, 8.34, -0.15)  0.50
Cl (-9.49, 6.89, 1.65)  0.49
H (-9.96, 8.77, 0.33)  0.02
H (-9.75, 7.30, -0.65)  0.02
C (-4.31, 5.46, 8.26)  -1.03
Cl (-4.12, 7.21, 8.09)  0.50
Cl (-6.01, 4.99, 8.35)  0.48
H (-3.86, 4.98, 7.40)  0.02
H (-3.81, 5.14, 9.17)  0.02
C (6.02, -8.29, 0.35)  -1.06
Cl (5.08, -7.37, -0.83)  0.52
Cl (5.39, -8.07, 1.99)  0.52
H (5.97, -9.34, 0.09)  0.03
H (7.04, -7.94, 0.32)  -0.08
C (8.10, 5.93, 1.42)  -1.00
Cl (7.76, 4.34, 2.10)  0.53
Cl (6.93, 7.15, 1.95)  0.53
H (9.08, 6.24, 1.75)  0.02
H (8.06, 5.86, 0.34)  0.03
C (8.25, -7.90, -3.04)  -0.99
Cl (8.47, -8.30, -1.33)  0.58
Cl (8.23, -6.15, -3.30)  0.52
H (9.07, -8.33, -3.60)  0.03
H (7.31, -8.32, -3.37)  0.03
C (-2.32, -10.48, -4.04)  -1.03
Cl (-3.31, -9.06, -3.67)  0.48
Cl (-3.32, -11.91, -4.35)  0.50
H (-1.73, -10.28, -4.92)  0.03
H (-1.68, -10.69, -3.19)  0.03

The calculation puts the highest occupied orbital energy at -0.2384 hartree. The orbital gap comes out at 6.75 eV. Its total charge is 0. The LUMO energy comes out at 0.3 eV.